The following is a quantum chemistry calculation of a molecular structure, C20H13BrF4O2S in a non-equilibrium geometry, from the Open Molecules 2025 dataset.

Energy: -4292.007605 Eh
E_LUMO: -0.134 eV
Energy relative to the best compared isomer or geometry (same formula, charge and spin): 0.0 kcal per mole
Kohn-Sham gap: 9.4 eV
HOMO: -9.55 eV

Atoms and positions in Å:
F: 3.72635 -3.81219 -0.98682
C: 3.50095 -2.48686 -1.30302
C: 4.56687 -1.60997 -1.14334
C: 4.30621 -0.26985 -1.41771
F: 5.36123 0.61216 -1.38528
C: 3.03410 0.22087 -1.60825
C: 1.94243 -0.66657 -1.49930
C: 0.53789 0.01598 -1.25368
C: -0.56803 -0.61965 -2.06186
C: -1.32351 0.22485 -2.88730
C: -2.47020 -0.27140 -3.48158
F: -3.30104 0.59928 -4.15896
C: -2.88514 -1.58601 -3.30638
C: -2.03625 -2.43638 -2.60086
F: -2.43832 -3.74135 -2.45070
C: -0.92512 -1.95659 -1.91452
C: 2.20848 -2.05090 -1.57201
H: 5.54660 -1.92896 -0.84216
H: 2.88943 1.29296 -1.77871
H: 0.67456 1.02682 -1.59959
H: -1.07492 1.27290 -3.00745
H: -3.84160 -1.91677 -3.72026
H: -0.40308 -2.60355 -1.23360
H: 1.45070 -2.80916 -1.72067
Br: 1.06933 -0.83029 1.36028
C: 0.27023 0.39141 0.13967
S: -1.48341 0.68952 0.96303
C: -1.34355 1.37467 2.62015
C: -1.40638 0.56328 3.76026
C: -1.47686 1.16503 5.01487
C: -1.39956 2.55863 5.14041
C: -1.22645 3.34311 4.00650
C: -1.16609 2.74842 2.74208
O: -2.01963 1.79165 0.18331
O: -2.19444 -0.55939 1.08738
H: 0.60038 1.43296 0.34311
H: -1.39767 -0.51871 3.62894
H: -1.63704 0.54997 5.89653
H: -1.48969 3.03053 6.11807
H: -1.18796 4.42614 4.08221
H: -0.98978 3.34343 1.84725

***

The following is a quantum chemistry calculation of a single C2H3NO2S molecule in a non-equilibrium geometry, from the Open Molecules 2025 dataset.

Energy: -681.414957 Eh
SMILES string: O=C(O)/C=N\S
E_LUMO: 0.011 eV
Energy relative to the best compared isomer or geometry (same formula, charge and spin): 27.8 kcal per mole
Kohn-Sham gap: 9.4 eV
HOMO: -9.41 eV

Atoms and positions in Å:
C: 0.21887 0.94712 -0.00253
C: -0.71705 -0.23002 -0.01090
H: 1.66256 -1.40321 0.02342
H: -0.27287 1.93939 0.00072
H: -2.54881 -0.62709 -0.00642
N: 1.47969 0.95862 -0.00116
O: -1.97470 0.16097 0.00212
O: -0.36673 -1.37817 -0.00223
S: 2.51904 -0.36760 -0.00301

***

The following is a quantum chemistry calculation of a molecular structure, ClO4Tl in a non-equilibrium geometry, from the Open Molecules 2025 dataset.

Energy: -932.348231 Eh
E_LUMO: -17.538 eV
Energy relative to the best compared isomer or geometry (same formula, charge and spin): 13.5 kcal per mole
Kohn-Sham gap: 4.6 eV
Charge: +2
HOMO: -22.12 eV

Atoms and positions in Å:
Tl: 0.07060 3.40072 1.26460
Cl: -0.09616 -0.65875 -0.30006
O: 0.23448 -1.03773 -1.60001
O: -0.21154 0.71709 -0.00551
O: -1.12551 -1.47215 0.28441
O: 1.12813 -0.94917 0.35659

***

The following is a quantum chemistry calculation of 5 unconnected molecules or ions with the total composition C4H21N2O4 in a non-equilibrium geometry, from the Open Molecules 2025 dataset.

Energy: -575.202480 Eh
E_LUMO: -2.448 eV
Energy relative to the best compared isomer or geometry (same formula, charge and spin): 50.7 kcal per mole
Kohn-Sham gap: 10.6 eV
Charge: +1
HOMO: -13.09 eV

Atoms and positions in Å:
C: -1.17047 1.32224 -0.87000
C: -0.15053 1.30951 0.18535
C: 1.29392 1.78686 -0.27751
C: 2.15673 2.24912 0.84428
N: 2.72389 0.97203 1.55957
N: -0.01387 -0.04219 0.96578
H: -0.72812 1.29981 -1.92239
H: -1.95875 0.50849 -0.93044
H: -1.76297 2.31850 -0.90550
H: -0.55664 2.09094 0.91574
H: 1.25026 2.50758 -1.06147
H: 1.69992 0.82965 -0.73729
H: 3.01189 2.82140 0.46329
H: 1.70008 2.84058 1.45816
H: 3.47876 0.60380 1.04146
H: 3.18870 1.29497 2.42796
H: -0.46314 0.23141 1.87238
H: -0.50859 -0.85116 0.53316
H: 1.02415 -0.21367 0.95825
H: -2.03172 -1.79551 -2.72489
H: -2.97196 -0.57830 -2.61502
O: -2.24296 -1.08097 -2.20193
H: -1.87033 -0.29501 4.03022
H: -1.75396 -1.60199 3.33365
O: -1.66484 -0.67329 3.17042
H: 0.51014 -3.41801 -3.21391
H: -0.92950 -3.52117 -3.20876
O: -0.21832 -2.90677 -2.86943
H: -0.80618 -2.43662 -0.62753
H: -0.19232 -3.18817 0.42985
O: -0.04329 -2.38401 -0.02340

***

The following is a quantum chemistry calculation of 2 unconnected molecules or ions with the total composition C11H19BN2 in a non-equilibrium geometry, from the Open Molecules 2025 dataset.

Energy: -564.739718 Eh
E_LUMO (alpha / beta): 0.217 / 0.213 eV
Kohn-Sham gap (alpha / beta): 7.1 / 7.1 eV
HOMO (alpha / beta): -6.86 / -6.84 eV

Atoms and positions in Å:
B: -1.10626 0.51468 -0.46421
C: 4.01491 -0.21055 -1.59368
C: 4.55169 -0.78673 -0.48522
C: 2.77313 0.38540 -1.63168
C: 3.82005 -0.77123 0.72056
C: 1.99014 0.38608 -0.46401
C: 2.54910 -0.19100 0.70002
C: 1.73585 -0.17915 1.94726
C: -0.88730 -1.37430 -1.90021
C: -2.07292 -1.66918 0.30392
C: -2.99457 1.61731 0.66807
C: -0.83072 2.68826 0.68957
N: -1.47375 -0.75748 -0.70191
N: -1.66262 1.66079 0.10932
H: 4.72401 -0.05913 -2.42799
H: 5.55047 -1.21538 -0.61939
H: 2.31516 0.69789 -2.55755
H: 4.07594 -1.26138 1.69801
H: 0.58855 -0.39574 1.86609
H: 2.09955 -0.76672 2.71427
H: 1.67034 0.94989 2.36795
H: -0.08752 -2.16877 -1.64470
H: -1.50473 -1.88512 -2.64752
H: -0.19080 -0.66854 -2.29238
H: -2.84466 -1.27438 0.86406
H: -2.42874 -2.44520 -0.38859
H: -1.32351 -2.04746 0.92881
H: -3.50691 0.66806 0.71965
H: -2.97845 2.24911 1.66305
H: -3.76460 2.17544 0.07999
H: 0.21489 2.42576 0.50194
H: -1.17393 3.63804 0.29457
H: -1.05134 2.71654 1.72564

***

The following is a quantum chemistry calculation of 2 unconnected molecules or ions with the total composition CH14NSi4 in a non-equilibrium geometry, from the Open Molecules 2025 dataset.

Energy: -1258.830602 Eh
E_LUMO: -5.083 eV
Energy relative to the best compared isomer or geometry (same formula, charge and spin): 42.3 kcal per mole
Kohn-Sham gap: 8.9 eV
Charge: +1
HOMO: -13.98 eV

Atoms and positions in Å:
C: -0.66258 0.65907 0.11366
N: 2.21297 -1.03167 2.66733
Si: -1.72427 -1.43909 -2.59926
Si: -0.82225 2.28787 -0.73016
Si: -0.18987 -0.93521 -1.05104
Si: 0.56779 0.82832 1.61038
H: -1.69491 0.31888 0.32756
H: 1.67907 -1.97241 2.79373
H: 3.12350 -1.01493 2.27753
H: 2.17920 -0.95491 3.70560
H: -1.04654 -1.38599 -3.91136
H: -2.67221 -0.38544 -2.21256
H: -2.30095 -2.80435 -2.53870
H: -1.04230 3.39605 0.13340
H: 0.45824 2.63050 -1.22030
H: -1.63805 2.24558 -1.89527
H: 0.29328 -1.92969 -0.03901
H: 1.22868 -0.62937 -1.66654
H: 1.87050 1.67098 1.33301
H: 0.18070 0.44581 2.90200